Record 1
DFT (the ωB97M-V functional and the def2-TZVPD basis) results for a cluster of 3 separate species, C13H32N4O4P in total at a distorted geometry.

Last column: natural (NBO) charge in e.
Element x y z (Å)
C1 4.14 -1.73 1.22  -0.658
C2 4.19 -0.65 0.10  -0.076
O1 3.09 0.26 0.07  -0.534
C3 1.87 -0.43 0.23  -0.084
C4 0.65 0.36 -0.35  -0.258
N1 -0.26 0.77 0.73  -0.168
C5 -0.18 2.02 1.18  0.277
N2 -1.08 2.21 2.17  -0.496
C6 -1.70 1.00 2.27  0.554
N3 -2.67 0.84 3.16  -0.275
O2 -3.37 -0.31 3.40  -0.487
N4 -1.23 0.06 1.39  -0.451
P1 -1.73 -1.62 1.08  0.957
C7 -0.28 -2.79 1.14  -0.964
C8 -2.36 -1.66 -0.69  -0.706
C9 -3.50 -2.76 -0.70  -0.613
H1 5.10 -2.27 1.28  0.237
H2 3.37 -2.52 1.05  0.203
H3 3.94 -1.31 2.23  0.213
H4 5.16 -0.13 0.22  0.208
H5 4.27 -1.22 -0.87  0.175
H6 1.67 -0.59 1.32  0.173
H7 1.92 -1.40 -0.32  0.201
H8 1.05 1.29 -0.80  0.258
H9 0.15 -0.19 -1.16  0.237
H10 0.49 2.82 0.84  0.257
H11 -2.92 1.65 3.72  0.416
H12 -2.90 -0.74 4.14  0.483
H13 0.47 -2.55 1.91  0.259
H14 -0.64 -3.83 1.24  0.277
H15 0.25 -2.75 0.15  0.232
H16 -2.84 -0.66 -0.84  0.241
H17 -1.56 -1.88 -1.42  0.227
H18 -2.99 -3.74 -0.76  0.216
H19 -4.25 -2.59 -1.49  0.242
H20 -3.94 -2.73 0.32  0.222
C10 -3.25 5.57 0.17  -0.631
C11 -3.52 6.11 1.56  -0.062
O3 -3.71 5.05 2.49  -0.722
H21 -4.08 4.94 -0.16  0.213
H22 -3.12 6.38 -0.55  0.220
H23 -2.36 4.94 0.17  0.181
H24 -4.43 6.72 1.57  0.187
H25 -2.69 6.74 1.90  0.159
H26 -2.90 4.52 2.49  0.457
C12 3.24 -2.47 -4.99  -0.635
C13 3.01 -1.90 -3.60  -0.062
O4 2.91 -2.96 -2.65  -0.738
H27 2.42 -3.14 -5.27  0.217
H28 3.31 -1.67 -5.73  0.221
H29 4.16 -3.05 -5.02  0.206
H30 2.08 -1.34 -3.57  0.166
H31 3.83 -1.24 -3.31  0.159
H32 3.74 -3.45 -2.68  0.469

Values from the calculation:
Kohn-Sham gap: 9.5 eV
E_HOMO: -12.2993 eV
total charge: +1

Record 2
DFT (the ωB97M-V functional and the def2-TZVPD basis) results for a cluster of 5 separate species, C13H33BF6O9PS in total at a distorted geometry.

Last column: natural (NBO) charge in e.
Element x y z (Å)
C1 0.36 0.52 -2.45  -0.245
O1 -0.63 1.19 -3.23  -0.730
B1 -1.57 1.89 -2.54  0.895
O2 -1.60 1.92 -1.16  -0.982
P1 -2.89 2.99 -3.54  0.427
C2 -1.54 4.34 -3.87  -0.855
C3 -2.03 5.72 -3.90  0.882
O3 -3.12 6.16 -4.13  -0.553
F1 -1.04 6.62 -3.57  -0.381
S1 -4.41 1.28 -3.19  1.696
O4 -3.78 0.21 -2.42  -0.991
O5 -4.93 0.84 -4.47  -0.974
C4 -6.02 1.73 -2.27  0.367
F2 -7.00 2.02 -3.12  -0.306
F3 -6.39 0.64 -1.56  -0.327
C5 -5.92 2.87 -1.26  0.913
F4 -7.06 2.91 -0.54  -0.328
F5 -5.79 4.05 -1.88  -0.303
F6 -4.91 2.69 -0.41  -0.305
H1 1.06 0.06 -3.12  0.165
H2 0.90 1.20 -1.82  0.169
H3 -0.09 -0.25 -1.86  0.189
H4 -2.28 1.34 -0.82  0.523
H5 -2.56 2.30 -4.81  -0.159
H6 -3.94 3.68 -4.25  -0.103
H7 -3.24 3.65 -2.28  -0.173
H8 -0.76 4.30 -3.13  0.235
H9 -1.06 4.10 -4.81  0.254
C6 0.90 0.09 2.23  -0.643
C7 -0.58 0.26 1.94  -0.060
O6 -0.94 -0.35 0.70  -0.727
H10 1.49 0.53 1.42  0.204
H11 1.18 0.57 3.17  0.204
H12 1.17 -0.96 2.29  0.217
H13 -0.84 1.31 1.86  0.182
H14 -1.17 -0.19 2.75  0.147
H15 -0.74 -1.29 0.76  0.475
C8 4.83 -2.35 1.81  -0.639
C9 4.02 -1.46 2.73  -0.063
O7 2.97 -2.19 3.35  -0.723
H16 4.19 -2.79 1.04  0.212
H17 5.63 -1.80 1.32  0.203
H18 5.28 -3.18 2.37  0.212
H19 3.56 -0.65 2.17  0.184
H20 4.67 -1.02 3.50  0.154
H21 3.37 -2.89 3.86  0.461
C10 9.31 -3.46 2.30  -0.634
C11 8.48 -2.60 3.24  -0.061
O8 7.44 -3.36 3.87  -0.722
H22 8.67 -3.90 1.54  0.215
H23 10.08 -2.86 1.81  0.213
H24 9.79 -4.27 2.85  0.196
H25 7.98 -1.80 2.70  0.180
H26 9.11 -2.15 4.01  0.155
H27 7.86 -4.06 4.38  0.460
C12 -4.73 -2.83 1.60  -0.633
C13 -3.57 -2.20 0.85  -0.072
O9 -2.38 -3.01 0.97  -0.740
H28 -4.48 -2.95 2.66  0.202
H29 -5.62 -2.21 1.52  0.218
H30 -4.96 -3.82 1.21  0.190
H31 -3.32 -1.23 1.25  0.192
H32 -3.81 -2.08 -0.21  0.184
H33 -2.58 -3.87 0.60  0.460

Values from the calculation:
Kohn-Sham gap: 5.7 eV
E_HOMO: -3.9546 eV
total charge: -1

Record 3
DFT (the ωB97M-V functional and the def2-TZVPD basis) results for a structure of composition C13H33Cl8N2O10PY at a distorted geometry.

Last column: natural (NBO) charge in e.
Element x y z (Å)
C1 0.88 20.29 -43.26  -0.639
C2 -0.26 21.21 -43.79  -0.042
C3 -1.22 20.52 -44.72  -0.103
O1 -2.21 21.35 -45.27  -0.553
C4 -3.08 20.69 -46.27  -0.260
N1 -0.99 21.75 -42.54  -0.676
H1 -1.80 21.18 -42.38  0.443
H2 -0.47 21.65 -41.67  0.443
H3 -1.17 22.74 -42.62  0.443
H4 1.51 20.82 -42.55  0.236
H5 1.47 20.13 -44.16  0.248
H6 0.58 19.37 -42.75  0.247
H7 0.16 22.16 -44.12  0.227
H8 -1.68 19.62 -44.33  0.194
H9 -0.63 20.20 -45.59  0.205
H10 -3.67 19.82 -45.98  0.190
H11 -2.43 20.30 -47.06  0.178
H12 -3.73 21.47 -46.67  0.217
C5 -2.07 14.66 -32.19  -0.670
C6 -3.44 15.05 -31.64  -0.067
C7 -4.08 13.80 -30.84  -0.077
O2 -5.37 14.17 -30.37  -0.563
C8 -5.87 13.30 -29.30  -0.261
N2 -3.18 16.11 -30.63  -0.670
H13 -2.25 16.06 -30.23  0.430
H14 -2.96 17.00 -31.03  0.445
H15 -3.85 16.06 -29.87  0.457
H16 -1.53 15.41 -32.76  0.248
H17 -2.14 13.80 -32.86  0.271
H18 -1.33 14.33 -31.45  0.224
H19 -4.16 15.49 -32.33  0.251
H20 -3.43 13.52 -30.02  0.176
H21 -4.32 12.94 -31.47  0.222
H22 -5.96 12.27 -29.67  0.189
H23 -6.87 13.68 -29.11  0.217
H24 -5.27 13.30 -28.39  0.179
Y1 0.94 21.41 -34.92  1.040
P1 2.80 22.59 -37.95  2.385
O3 3.43 21.42 -37.15  -0.937
O4 1.35 22.13 -38.08  -0.773
O5 3.35 23.29 -39.17  -0.974
O6 2.46 23.60 -36.86  -0.742
Cl1 -1.80 16.80 -38.07  2.529
O7 -1.71 17.24 -39.43  -0.870
O8 -3.08 16.15 -37.84  -0.895
O9 -0.80 15.80 -37.76  -0.853
O10 -1.78 17.98 -37.17  -0.907
Cl2 -6.76 14.54 -45.51  -0.080
C9 -6.46 15.19 -43.84  -0.379
C10 -6.52 14.08 -42.89  -0.410
Cl3 -8.12 13.35 -42.62  -0.046
H25 -7.26 15.92 -43.69  0.224
H26 -5.57 15.81 -43.86  0.230
H27 -6.00 14.31 -41.96  0.233
H28 -5.97 13.27 -43.37  0.228
Cl4 -9.50 19.37 -40.12  -0.051
C11 -7.89 19.08 -39.38  -0.387
C12 -6.88 20.24 -39.62  -0.381
Cl5 -6.31 20.29 -41.32  -0.080
H29 -7.54 18.10 -39.70  0.230
H30 -7.98 19.01 -38.30  0.219
H31 -5.96 20.09 -39.05  0.229
H32 -7.35 21.18 -39.34  0.223
C13 -4.00 10.08 -38.18  -0.244
Cl6 -3.61 9.89 -36.45  -0.002
Cl7 -5.81 10.24 -38.38  -0.007
Cl8 -3.21 8.78 -39.17  0.020
H33 -3.58 11.06 -38.42  0.234

Values from the calculation:
Kohn-Sham gap: 3.7 eV
E_HOMO: -9.6482 eV
total charge: +1

Record 4
DFT (the ωB97M-V functional and the def2-TZVPD basis) results for a structure of composition C13H33ClIN2O2P2Rh at a distorted geometry.

Last column: Löwdin spin population.
Element x y z (Å)
C1 -4.92 -2.09 -3.57  0.079
C2 -3.77 -1.71 -2.57  0.222
H1 -5.58 -2.87 -3.12  0.006
H2 -4.63 -2.54 -4.51  0.000
H3 -5.63 -1.32 -3.86  0.001
O1 -3.54 -2.10 -1.46  0.403
I1 -2.64 0.98 -5.23  0.897
Rh1 -2.12 -0.24 -2.87  1.383
P1 -2.13 0.93 -0.76  0.239
C3 -1.87 0.27 0.95  0.036
C4 -1.27 2.55 -0.51  0.028
H4 -1.76 3.21 0.21  0.007
H5 -4.08 2.12 0.16  0.014
H6 -1.20 3.03 -1.49  0.001
H7 -4.15 1.96 -1.64  0.002
H8 -0.82 0.27 1.31  0.000
H9 -0.24 2.36 -0.15  0.000
C5 -3.89 1.45 -0.69  0.064
H10 -2.45 0.86 1.68  0.008
H11 -4.51 0.54 -0.59  0.000
H12 -2.25 -0.74 0.96  0.000
P2 -0.26 -1.42 -1.96  0.174
C6 -0.08 -2.20 -0.29  0.027
C7 -0.32 -2.90 -3.06  0.064
H13 1.60 -0.29 -3.00  0.002
H14 2.23 -1.80 -2.25  0.004
H15 1.86 -0.38 -1.24  0.000
C8 1.53 -0.95 -2.13  0.016
H16 -0.34 -2.55 -4.11  0.003
H17 0.53 -3.57 -2.89  0.013
H18 0.49 -3.15 -0.35  0.005
H19 -1.10 -2.44 0.01  0.000
H20 -1.26 -3.43 -2.84  0.001
H21 0.42 -1.60 0.48  0.000
Cl1 -0.17 1.40 -3.23  0.298
C9 3.42 -1.24 1.49  0.000
N1 3.47 -0.08 2.29  0.000
C10 4.69 0.24 2.96  0.000
C11 2.34 0.67 2.21  0.000
O2 1.37 0.30 1.47  0.000
N2 2.20 1.82 2.91  0.000
C12 3.08 2.40 3.96  0.000
C13 0.87 2.47 2.84  0.000
H22 4.37 -1.71 1.67  0.000
H23 3.30 -1.00 0.45  0.000
H24 2.63 -1.90 1.79  0.000
H25 5.09 1.20 2.65  0.000
H26 4.60 0.19 4.06  0.000
H27 5.35 -0.57 2.64  0.000
H28 2.58 3.28 4.38  0.000
H29 3.24 1.67 4.77  0.000
H30 4.04 2.70 3.52  0.000
H31 0.64 2.72 1.79  0.000
H32 0.05 1.82 3.25  0.000
H33 0.98 3.40 3.49  0.000

Values from the calculation:
Kohn-Sham gap (spin up / spin down): 4.5 / 3.0 eV
2S+1: 5
E_HOMO (spin up / spin down): -13.1017 / -13.1015 eV
total charge: +2
expectation value of S²: 6.028